Record 1
Formula: C26H34BN4O3W
Source: the OMol25 dataset
Level of theory: ωB97M-V/def2-TZVPD

```
69
Properties=species:S:1:pos:R:3:forces:R:3
W -0.12025 -1.82148 -0.15972 1.0 2.5 0.3
C -3.43434 -2.87359 -1.43471 -0.1 0.2 0.0
C -1.96568 -3.04089 -1.23966 0.0 -0.2 -0.1
C -1.47108 -3.73167 -0.09739 0.2 -0.7 -0.5
C -0.10986 -4.12357 -0.03435 -0.6 -0.7 -0.7
C 0.76586 -3.82048 -1.11372 -0.4 -0.3 -0.2
C 0.32031 -3.01081 -2.16566 -0.4 -0.7 -0.4
C -1.02822 -2.56114 -2.19263 -0.2 -1.0 -0.5
H -3.83708 -2.04154 -0.85228 0.1 0.0 0.0
H -3.95195 -3.77501 -1.10471 0.0 0.0 0.0
H -3.67042 -2.70071 -2.48319 0.0 0.0 0.0
H -2.16762 -4.15757 0.61461 0.0 0.3 0.2
H 0.20521 -4.81472 0.73646 0.1 0.3 0.3
H 1.75180 -4.26535 -1.15127 0.1 0.3 0.2
H 0.95843 -2.82269 -3.01988 0.1 0.2 0.1
H -1.39567 -2.06916 -3.08447 0.0 0.3 0.1
N -5.60868 7.35461 -1.89769 0.0 -0.1 0.0
C -5.16542 6.33511 -1.61030 -0.1 0.2 -0.1
C -4.61705 5.06338 -1.24440 0.0 -0.2 0.1
C -5.46485 4.05545 -0.78600 0.1 0.1 0.0
C -4.94201 2.82761 -0.42433 0.0 -0.2 0.0
C -3.57356 2.61320 -0.51470 -0.2 0.5 -0.2
C -2.72283 3.61325 -0.96730 0.1 -0.2 0.1
C -3.24419 4.83852 -1.33599 -0.1 0.1 0.0
N -3.03314 1.34400 -0.12046 0.2 -0.2 0.1
C -3.46947 0.58488 0.94214 0.0 -0.2 0.1
C -2.68879 -0.52192 0.97629 -0.2 0.1 0.0
N -1.77378 -0.45243 -0.06502 0.2 -0.1 0.6
C -2.00922 0.70613 -0.69069 -0.1 -0.2 -0.3
H -6.52875 4.23549 -0.71994 0.0 0.0 0.0
H -5.60559 2.03792 -0.09509 0.0 0.0 0.0
H -1.65192 3.45159 -1.00866 0.0 0.0 0.0
H -2.59744 5.63386 -1.67894 0.0 0.0 0.0
H -4.27127 0.88654 1.59396 0.0 0.1 0.0
H -2.72753 -1.34657 1.66802 0.1 0.0 0.0
H -1.51397 1.04699 -1.58421 0.0 0.1 0.0
C 3.74956 -1.69194 0.25252 -0.3 0.0 0.1
C 2.96788 -1.88305 1.54298 0.9 0.1 0.0
C 3.43790 -3.12613 2.27736 -0.3 0.0 -0.1
O 1.53263 -2.13934 1.17565 -1.1 0.1 -0.1
B 0.73116 -1.04665 1.60876 1.4 0.2 0.4
O 1.46308 -0.11527 2.20207 -0.7 0.3 0.3
C 2.83970 -0.58563 2.45492 0.2 -0.2 0.2
C 3.78164 0.54196 2.07578 -0.2 0.0 0.0
C 2.94039 -0.86585 3.94748 -0.2 0.0 -0.1
H 3.83023 -2.64340 -0.27443 0.0 0.0 0.0
H 4.76286 -1.35982 0.46981 0.0 0.0 0.0
H 3.27039 -0.96448 -0.40340 0.1 0.1 0.0
H 3.48636 -3.96773 1.58640 0.0 0.0 0.0
H 2.76732 -3.38407 3.09436 0.1 0.0 0.0
H 4.43748 -2.97213 2.68177 0.0 0.0 0.0
H 3.73473 0.79309 1.01616 0.0 0.0 0.0
H 4.80371 0.26462 2.33220 0.0 0.0 -0.1
H 3.52257 1.42678 2.65615 0.0 0.0 0.0
H 2.20560 -1.60452 4.26707 0.0 0.0 0.0
H 2.74062 0.05785 4.48869 0.0 0.0 0.0
H 3.93762 -1.20793 4.21720 0.0 0.0 0.0
C 2.23063 3.21010 -0.68163 0.0 0.3 0.2
N 1.99741 1.85774 -1.18421 -0.1 -0.2 -0.1
C 2.71886 1.49535 -2.40323 0.2 -0.1 -0.3
C 1.19014 1.04479 -0.57944 0.0 0.2 0.3
O 0.94693 -0.14310 -0.99069 -0.5 -1.1 0.1
H 1.90286 3.94024 -1.42098 0.0 -0.1 0.0
H 3.29583 3.35634 -0.50714 0.0 -0.1 0.0
H 1.69691 3.37667 0.25188 0.0 -0.1 0.0
H 2.41647 2.15138 -3.21949 -0.1 0.0 0.1
H 2.51509 0.46489 -2.67321 0.0 0.0 0.0
H 3.78872 1.62977 -2.24626 0.0 0.0 0.1
H 0.71672 1.41224 0.33078 0.0 0.0 0.0
```
Forces are in eV/Å.

Its charge is +3. The calculation puts the HOMO-LUMO gap (spin up / spin down) at 6.18 / 4.69 eV. For the HOMO energy (spin up / spin down), the calculation gives -16.4420 / -16.4419 eV. The value obtained for the energy above the lowest of the compared OMol25 structures with the same formula, charge and spin is 22.9 kcal/mol. The calculation puts the largest force on an atom at 2.7 eV/A. As for the spin multiplicity: 3.

***

Record 2
Formula: C26H34EuINO5S2
Source: the OMol25 dataset
Level of theory: ωB97M-V/def2-TZVPD

```
70
Properties=species:S:1:pos:R:3:forces:R:3
C 6.51574 -2.12769 1.39419 -0.4 -0.1 0.0
C 6.06110 -1.26280 0.21538 0.4 0.0 0.2
N 6.77240 0.02329 0.00741 -0.6 -0.3 -0.1
C 8.23742 -0.02198 0.15015 0.3 0.2 -0.5
C 8.89163 -1.01411 -0.80582 0.1 0.1 0.0
C 6.21295 1.08461 0.71256 0.1 0.3 0.4
S 6.06897 1.22676 2.31686 -0.1 -0.1 0.1
S 5.68129 2.47226 -0.31055 0.2 0.3 -0.3
C 4.23361 1.66761 -1.04882 0.3 0.2 0.1
C 3.10444 1.71751 -0.02916 -0.1 -1.1 0.1
C 1.89975 0.72578 -0.31833 0.2 0.6 0.4
C 0.48264 1.11137 0.13099 -0.1 -1.1 0.0
C 0.20057 1.38952 1.48807 0.9 -0.4 0.1
I 1.65016 1.28825 3.01698 0.0 0.1 -0.2
C -1.05650 1.73318 1.90664 -0.9 0.4 0.1
C -2.09584 1.80355 0.98610 0.2 -0.1 0.0
C -1.86258 1.51854 -0.35192 -0.5 0.2 0.4
C -0.59064 1.17228 -0.78533 0.8 0.0 -0.6
C -0.42570 0.81865 -2.25636 0.0 0.2 0.0
O -1.20523 -0.32612 -2.56701 0.0 0.0 -0.1
C -0.64684 -1.50042 -2.16114 0.1 0.0 0.1
C -1.43145 -2.68233 -2.59732 -0.1 0.2 -0.1
O 0.37172 -1.50583 -1.52028 0.1 0.0 0.1
C -3.05719 1.63362 -1.27320 -0.2 0.1 0.0
O -2.92642 2.02054 -2.40727 -0.1 0.0 -0.1
C -4.36029 1.33670 -0.65436 -0.1 0.0 0.5
C -4.59767 1.58697 0.64709 0.1 -0.1 -0.4
C -5.89377 1.38246 1.34599 0.0 0.3 0.0
C -5.89044 0.07798 2.16272 0.1 -0.2 -0.1
C -6.43100 -1.14979 1.43356 -0.1 -0.1 0.2
C -7.75146 -0.91438 0.71139 0.1 0.0 -0.4
O -8.46746 -2.10658 0.52734 -0.1 -0.1 0.2
C -8.09919 -2.83894 -0.62102 0.0 0.0 0.0
C -3.48079 2.16369 1.44638 0.0 0.1 0.0
O -3.61673 2.89438 2.39404 0.0 -0.2 0.1
H 7.07776 -1.57193 2.13489 0.1 0.1 0.0
H 5.64443 -2.52911 1.90702 -0.1 -0.1 0.1
H 7.08730 -2.98454 1.05581 0.3 0.0 0.0
H 5.00284 -1.02790 0.31006 -0.1 0.1 0.0
H 6.17025 -1.82578 -0.70666 -0.1 0.0 -0.1
H 8.60173 0.97477 -0.09195 0.0 0.2 0.1
H 8.52816 -0.20189 1.18636 -0.2 -0.1 0.1
H 9.36274 -0.49286 -1.63205 0.0 0.0 -0.1
H 8.18151 -1.71191 -1.23552 -0.1 -0.1 0.0
H 9.66475 -1.58652 -0.30410 0.1 -0.1 0.1
H 4.47677 0.63096 -1.26750 0.0 -0.1 -0.2
H 4.02797 2.19481 -1.97749 -0.1 -0.1 -0.2
H 2.81398 2.76873 0.13338 2.8 -1.1 0.2
H 3.54129 1.43810 0.92338 0.0 0.1 0.2
H 2.12919 -0.18808 0.22416 0.1 -0.1 0.0
H 1.93311 0.47648 -1.36483 -0.2 -0.1 -0.2
H -1.25613 1.95031 2.94593 -0.1 0.0 0.1
H 0.60529 0.64211 -2.51874 0.2 -0.1 -0.1
H -0.80454 1.62312 -2.87664 -0.2 -0.1 -0.1
H -2.46747 -2.56838 -2.29068 -0.1 -0.1 0.1
H -0.99152 -3.57782 -2.18418 0.0 -0.2 0.0
H -1.44557 -2.71825 -3.68377 0.1 -0.1 -0.1
H -5.15751 0.98932 -1.29430 0.0 0.1 -0.2
H -6.69794 1.42196 0.61843 -0.1 -0.1 0.0
H -6.04559 2.22254 2.02002 0.0 0.1 0.1
H -4.87229 -0.14498 2.48680 0.1 0.1 0.1
H -6.45800 0.23354 3.07510 -0.2 0.1 0.0
H -6.61699 -1.92102 2.17903 0.0 -0.1 0.1
H -5.69150 -1.57014 0.75197 0.1 0.0 -0.1
H -7.57207 -0.44327 -0.26329 0.0 0.1 -0.1
H -8.38594 -0.23253 1.27580 -0.1 0.0 0.2
H -8.35029 -3.87968 -0.44855 -0.1 -0.1 0.0
H -8.64633 -2.49036 -1.49811 0.0 0.1 -0.1
H -7.02806 -2.77571 -0.82192 0.1 0.0 0.0
Eu 1.14144 3.47739 -0.05379 -2.9 2.3 -0.1
```
Forces are in eV/Å.

Its charge is +2. The calculation puts the HOMO-LUMO gap (spin up / spin down) at 5.24 / 5.42 eV. For the HOMO energy (spin up / spin down), the calculation gives -13.1127 / -13.1127 eV. The calculation puts the largest force on an atom at 3.7 eV/A. As for the spin multiplicity: 8.

***

Record 3
Formula: C26H34HfN4S4
Source: the OMol25 dataset
Level of theory: ωB97M-V/def2-TZVPD

```
69
Properties=species:S:1:pos:R:3:forces:R:3
Hf -0.09659 -0.69541 -0.17179 -0.2 0.3 1.3
C -1.97638 1.00349 1.94905 -0.3 -0.3 0.3
N -1.50963 1.13774 0.52599 -0.8 -0.1 -0.4
C -1.29522 2.64509 0.30426 -1.0 -0.6 0.1
C -0.13791 3.23064 1.03739 0.9 2.4 0.6
C 0.32605 4.56984 0.71467 -0.5 -2.1 -0.2
C 1.41389 5.03899 1.43533 0.4 0.4 -0.1
C 2.00911 4.23395 2.43212 -0.5 1.5 -0.8
C 1.41527 3.05593 2.70490 0.6 -1.9 1.8
N 0.34070 2.58248 2.09245 -0.4 -1.1 -1.6
C -2.68612 0.76274 -0.36904 -0.7 1.2 0.4
C -3.10815 -0.69393 -0.30834 -1.4 -1.6 -1.4
C -4.45901 -1.02403 -0.62892 0.4 1.4 0.6
C -4.96451 -2.31993 -0.59725 1.8 -0.5 -0.4
C -4.03373 -3.32094 -0.23840 -0.1 0.3 0.1
C -2.70264 -2.97758 -0.05932 0.5 -0.3 -0.1
N -2.20536 -1.71823 -0.18300 -0.1 1.3 0.8
C -1.09808 0.10401 2.75319 2.1 0.5 0.8
C -0.88541 0.26317 4.14361 -0.1 -1.0 -0.2
C 0.10481 -0.48784 4.79231 -0.7 -0.2 -1.8
C 0.86256 -1.41709 4.03800 0.1 0.6 0.7
C 0.62454 -1.53492 2.68773 -0.7 0.0 1.2
N -0.27525 -0.71096 2.04736 -0.1 -1.1 -0.1
H -3.00018 0.62090 1.92352 0.0 -0.1 0.2
H -1.99848 1.98659 2.42480 0.0 -0.3 -0.1
H -2.22444 3.10944 0.67823 0.2 0.0 -0.3
H -1.25197 2.81759 -0.77058 0.1 0.2 0.1
H -0.16252 5.09398 -0.12072 0.5 0.0 0.6
H 1.84490 6.02271 1.21003 -0.3 -0.4 0.1
H 2.82984 4.56362 3.03935 0.4 0.2 -0.1
H 1.84203 2.37367 3.48604 -0.5 0.8 -0.6
H -2.44713 1.15284 -1.37142 0.0 -0.5 0.0
H -3.59686 1.38343 -0.08211 1.1 -0.7 -0.2
H -5.12016 -0.18222 -0.87708 0.2 -0.4 0.2
H -5.93597 -2.58027 -0.99471 -0.2 0.2 0.4
H -4.27476 -4.37961 -0.12348 -0.2 0.4 -0.1
H -1.97895 -3.78007 0.14525 -0.3 0.5 -0.1
H -1.53629 0.88851 4.73760 0.0 0.2 -0.1
H 0.22783 -0.45012 5.85239 0.1 0.3 0.5
H 1.62422 -1.96948 4.60331 -0.4 -0.2 -0.7
H 0.99916 -2.43366 2.19104 0.2 0.5 -0.4
C 3.45068 0.21716 -0.80908 1.2 -0.1 1.7
C 2.75624 1.55733 -0.91736 0.1 0.5 0.8
S 0.94553 1.51516 -1.26847 1.4 -0.4 -1.4
C 1.04285 1.27330 -3.14074 -0.3 -0.4 0.7
C -0.26416 0.62497 -3.58860 -0.3 0.2 -0.4
S -0.78338 -0.91773 -2.71528 0.9 0.3 -1.6
C 0.35109 -2.11136 -3.59103 0.7 -0.4 0.0
C 0.53649 -3.39555 -2.77731 -1.6 -0.1 -0.2
S 0.77436 -3.21222 -0.99289 1.3 0.0 -0.3
C 2.61239 -3.10989 -1.26830 0.2 -0.7 0.4
C 3.31538 -2.44654 -0.11552 -0.3 -0.1 0.6
S 2.54112 -0.86541 0.35575 0.4 0.2 -0.2
H 4.48945 0.28729 -0.27129 -1.8 0.2 -1.3
H 3.55948 -0.32459 -1.73854 0.1 0.1 -0.3
H 3.22065 2.11203 -1.73186 -0.1 0.3 0.1
H 2.83027 2.14355 0.02487 0.1 -0.3 -0.6
H 1.96571 0.72749 -3.43045 -0.6 0.3 0.3
H 1.06086 2.30418 -3.50671 0.2 -0.2 -0.2
H -0.25893 0.39825 -4.67366 0.0 0.1 0.6
H -1.09117 1.32431 -3.41725 0.1 -0.1 -0.1
H 1.38050 -1.68493 -3.87251 -1.8 -0.2 0.3
H -0.25980 -2.45285 -4.45475 0.8 0.7 0.1
H 1.33814 -4.00842 -3.21033 -0.2 0.1 0.3
H -0.38668 -3.96849 -2.81553 0.0 -0.2 -0.3
H 2.74345 -2.51392 -2.16058 0.0 0.0 -0.3
H 2.95732 -4.17020 -1.47501 -0.3 1.2 0.4
H 4.36836 -2.22118 -0.26665 0.1 0.0 -0.4
H 3.30055 -3.04675 0.77529 -0.1 -0.4 0.5
```
Forces are in eV/Å.

Its charge is +4. The calculation puts the HOMO-LUMO gap at 6.05 eV. For the HOMO energy, the calculation gives -19.5664 eV. The calculation puts the largest force on an atom at 2.7 eV/A. As for the spin multiplicity: 1.

***

Record 4
Formula: C26H34N2NiO2Sb
Source: the OMol25 dataset
Level of theory: ωB97M-V/def2-TZVPD

```
66
Properties=species:S:1:pos:R:3:forces:R:3
Ni -1.21541 0.44327 -0.36104 0.3 0.4 -0.1
C -2.39954 3.49370 -0.03381 0.0 0.0 0.1
O -1.31932 2.57110 -0.23860 -0.1 -0.1 0.0
C -0.09188 3.09111 -0.62267 0.1 0.0 0.0
C 0.33026 4.36754 -0.30240 0.0 -0.1 0.0
C 1.59055 4.77612 -0.72106 0.0 0.1 0.0
C 2.41177 3.92059 -1.43901 0.0 0.0 0.0
C 1.98402 2.64199 -1.75663 -0.1 0.0 0.0
C 0.72332 2.22626 -1.35429 0.0 0.0 0.0
N 0.18088 0.94245 -1.60071 -0.1 0.1 0.0
N 0.63866 0.31356 -2.59745 0.1 -0.2 0.0
C 0.17874 -0.91349 -2.93556 0.0 0.2 0.0
C -0.85746 -1.62226 -2.26317 0.0 0.0 0.3
O -1.45101 -1.21950 -1.17952 -0.1 0.0 -0.2
C -1.28327 -2.87677 -2.79172 0.1 0.0 -0.1
C -0.70704 -3.39952 -3.89933 -0.1 0.0 0.1
C 0.34718 -2.73371 -4.59372 0.1 0.0 0.0
C 0.93215 -3.30862 -5.73799 0.0 0.0 0.0
C 1.94335 -2.66336 -6.40004 0.0 0.0 0.0
C 2.39149 -1.42124 -5.93006 0.0 0.0 0.0
C 1.83394 -0.84176 -4.81643 0.0 0.0 0.0
C 0.79736 -1.48810 -4.12020 0.0 -0.1 -0.1
H -2.28757 4.00929 0.91980 0.0 0.0 0.0
H -2.42911 4.21246 -0.85119 0.0 0.0 0.0
H -3.31060 2.90204 -0.02224 0.0 0.0 0.0
H -0.30500 5.03853 0.25797 0.0 0.0 0.0
H 1.93203 5.77222 -0.47577 0.0 0.0 0.0
H 3.39282 4.24987 -1.75171 0.0 0.0 0.0
H 2.61071 1.96116 -2.31534 0.0 0.0 0.0
H -2.07938 -3.38500 -2.26585 0.0 0.0 0.0
H -1.04609 -4.35460 -4.28283 0.0 0.0 0.0
H 0.56846 -4.26781 -6.08481 0.0 0.0 0.0
H 2.39372 -3.10444 -7.27856 0.0 0.0 0.0
H 3.18845 -0.90887 -6.45282 0.0 0.0 0.0
H 2.18802 0.11855 -4.47289 0.0 0.0 0.0
C -0.16236 0.22108 5.04788 0.0 -0.1 0.0
C -0.07825 1.02412 3.75379 0.1 0.1 0.1
C -1.07524 2.18021 3.74112 0.0 0.0 -0.1
Sb -0.31031 -0.15258 1.97173 -0.1 -0.2 -0.1
C 1.37686 -1.45532 1.77253 0.1 0.0 -0.1
C 1.64904 -2.36529 2.96200 0.0 0.0 0.1
C 2.60784 -0.63824 1.38608 0.0 0.0 0.0
C -1.99744 -1.47961 2.14235 -0.1 -0.1 0.0
C -3.22571 -0.75534 1.58433 -0.1 0.1 -0.1
C -2.32374 -2.10366 3.49335 0.0 0.0 0.0
H 0.11894 0.85821 5.88916 0.0 0.0 0.0
H 0.49926 -0.64487 5.05292 0.0 0.0 0.0
H -1.17780 -0.12833 5.23054 0.0 0.0 0.0
H 0.93245 1.43054 3.65336 0.0 0.0 0.0
H -2.10300 1.81608 3.81768 0.0 0.0 0.0
H -0.99327 2.78135 2.83311 0.0 0.0 0.0
H -0.90058 2.83709 4.59542 0.0 0.0 0.0
H 1.07344 -2.06439 0.91383 0.0 0.0 0.0
H 2.01414 -1.79790 3.82032 0.0 0.0 0.0
H 2.42542 -3.08835 2.70255 0.0 0.0 0.0
H 0.76798 -2.92726 3.27416 0.0 0.0 0.0
H 2.94029 -0.00910 2.21532 0.0 0.0 0.0
H 2.42595 0.00843 0.52430 0.0 0.0 0.0
H 3.43709 -1.30228 1.13393 0.0 0.0 0.0
H -1.71011 -2.26573 1.43655 0.0 0.0 0.0
H -3.55502 0.04745 2.24871 0.0 0.0 0.0
H -4.05934 -1.45329 1.47529 0.0 0.0 0.0
H -3.10039 -0.31212 0.57850 0.1 -0.2 0.2
H -2.70103 -1.35757 4.19381 0.0 0.0 0.0
H -1.46386 -2.58987 3.95382 0.0 0.0 0.0
H -3.10645 -2.85621 3.37326 0.0 0.0 0.0
```
Forces are in eV/Å.

Its charge is +1. The calculation puts the HOMO-LUMO gap (spin up / spin down) at 6.93 / 6.84 eV. For the HOMO energy (spin up / spin down), the calculation gives -10.3763 / -10.4189 eV. The value obtained for the energy above the lowest of the compared OMol25 structures with the same formula, charge and spin is 4.0 kcal/mol. The calculation puts the largest force on an atom at 0.5 eV/A. As for the spin multiplicity: 3.